A cluster of 8 separate species, C24H54Br12O8P2 in total. Source: the OMol25 dataset; level of theory: the ωB97M-V functional and the def2-TZVPD basis.

Geometry as XYZ:
```
100
Properties=species:S:1:pos:R:3:forces:R:3:mulliken_charge:R:1
Br 5.499037 2.047399 -4.914058 -0.869 -0.360 -0.503 -0.19
C 6.447111 3.565496 -4.226945 0.114 0.262 -0.101 -0.44
C 7.367888 2.968687 -3.216787 0.213 0.008 0.319 -0.41
Br 8.365369 4.454093 -2.584449 0.869 0.719 0.743 -0.15
H 5.775377 4.330464 -3.745056 0.567 -0.977 -0.682 0.33
H 7.023354 3.973669 -5.058522 -0.347 0.174 0.100 0.43
H 8.071335 2.189718 -3.512900 -0.222 0.289 -0.553 0.45
H 6.794404 2.571153 -2.410189 -0.318 -0.178 0.735 -0.02
Br -1.448751 3.664623 3.514715 -0.532 -0.101 0.560 -0.18
C -0.653927 4.396051 1.931676 0.714 -0.051 -0.110 -0.15
C -0.305332 5.848697 2.155543 -1.039 -0.254 -0.185 -0.58
Br 0.523510 6.667692 0.585589 -0.321 -0.196 0.141 -0.19
H -1.318208 4.278153 1.113394 -0.824 -0.114 -0.600 0.43
H 0.165428 3.711047 1.791790 0.671 0.272 -0.353 -0.09
H 0.431951 5.910632 2.913647 0.513 0.331 0.802 0.41
H -1.243655 6.377481 2.437145 0.932 -0.012 -0.348 0.39
Br 4.532466 3.699303 -0.931059 -0.313 0.447 -0.522 -0.23
C 2.632111 3.732483 -1.623197 1.344 -2.070 1.161 -0.13
C 2.514311 3.102145 -2.995273 -0.644 -0.407 1.024 -0.18
Br 0.605626 3.187583 -3.292841 -0.605 -0.213 -0.349 -0.19
H 2.350166 4.742597 -1.637871 -0.310 1.300 0.021 0.64
H 2.171910 3.189011 -0.760474 -0.054 0.384 -1.166 -0.28
H 2.826525 2.074732 -3.156612 -0.011 -0.011 0.563 -0.06
H 2.936639 3.657762 -3.780425 0.671 0.980 -0.757 0.55
Br 4.689465 -2.315281 2.869600 0.519 0.416 0.580 -0.16
C 4.428242 -3.009089 1.113767 0.256 -0.047 -0.665 0.60
C 4.586146 -4.506836 1.162505 -0.150 -0.942 0.348 -0.52
Br 3.968344 -5.263108 -0.497874 -0.307 -0.215 -0.662 -0.19
H 5.103337 -2.552858 0.384506 0.149 0.015 0.414 0.25
H 3.437642 -2.660006 0.840883 -0.161 -0.420 -0.035 -0.70
H 3.977361 -4.968531 1.949702 0.079 0.303 -0.239 0.38
H 5.588121 -4.960449 1.232618 -0.205 0.988 0.256 0.39
Br 7.213625 0.692640 0.424414 0.247 -0.054 0.208 -0.19
C 6.162334 1.457452 1.867132 -0.122 1.881 -0.217 0.19
C 6.681190 1.260763 3.259816 0.408 -0.738 -0.010 -0.51
Br 5.184875 1.636216 4.498442 0.575 -0.195 -0.316 -0.18
H 5.230159 0.951723 1.825269 -0.930 -0.203 -0.468 -0.41
H 6.064818 2.558621 1.629556 -0.124 -1.376 0.204 0.29
H 7.486527 1.931878 3.510728 0.130 0.189 0.180 0.42
H 7.023992 0.220833 3.377405 -0.376 0.393 0.332 0.36
Br -0.200960 -4.076352 1.082164 -0.310 0.095 -0.261 -0.20
C 0.683878 -3.533670 -0.565480 1.762 -1.221 -0.633 0.35
C -0.171205 -2.771412 -1.506732 -0.639 1.924 1.064 0.13
Br 0.753830 -1.885470 -3.031606 -0.151 -0.448 0.813 -0.18
H 1.077889 -4.479426 -1.033323 -0.122 1.131 0.705 0.37
H 1.468366 -2.861429 -0.200435 0.082 -0.466 -0.296 -0.58
H -0.587536 -1.968852 -0.842774 -0.012 -0.408 -1.267 -0.46
H -0.924760 -3.336020 -1.992540 -0.749 -0.518 -0.184 0.47
C -4.540397 -2.727158 -1.574144 0.472 -1.541 0.270 -1.13
C -5.716059 -1.798934 -1.547420 0.201 -0.806 0.807 -0.21
O -6.665121 -2.258308 -0.539177 0.167 0.200 -1.068 -0.19
P -7.852296 -1.246133 -0.175927 1.599 0.319 0.623 0.81
O -7.323786 0.052176 0.254531 -0.561 -0.192 -0.106 -0.74
O -8.842403 -1.159256 -1.369797 -0.151 0.391 -1.059 -0.30
C -9.378599 -2.323481 -2.012992 0.021 -0.314 -0.204 0.01
C -10.493690 -1.964328 -2.980361 0.871 0.134 -0.350 -1.23
O -8.621690 -2.165776 0.833131 -0.778 0.982 -0.103 -0.29
C -8.058074 -2.598190 2.048397 0.069 -2.972 0.647 -0.35
C -7.509497 -1.587135 2.978340 1.425 0.620 -0.366 -0.95
H -4.245832 -3.021611 -0.539057 -0.027 0.456 -0.700 0.31
H -4.739819 -3.691487 -2.108310 0.028 0.826 0.345 0.33
H -3.710261 -2.223266 -2.084852 -0.050 -0.200 0.181 0.33
H -5.335504 -0.828097 -1.285267 -0.339 0.659 0.113 0.33
H -6.177511 -1.812039 -2.516922 -0.493 0.357 -0.442 0.26
H -8.612014 -2.864976 -2.607391 -0.058 0.364 0.654 0.20
H -9.719922 -2.947419 -1.190302 -0.219 -0.394 -0.262 0.30
H -10.072330 -1.419619 -3.870370 -0.515 -0.519 0.847 0.28
H -10.875115 -2.946068 -3.291376 -0.285 0.443 -0.192 0.37
H -11.260652 -1.356709 -2.504503 -0.092 -0.114 -0.069 0.34
H -8.866765 -3.122060 2.544889 -0.378 -0.016 0.108 0.33
H -7.373869 -3.404392 1.791999 0.491 0.059 0.000 0.28
H -8.339794 -0.915160 3.019931 0.009 1.311 0.526 0.28
H -7.259294 -1.954574 3.995871 -0.357 -0.126 -0.786 0.39
H -6.581351 -1.144757 2.528722 -0.999 0.083 0.587 0.23
C 4.031915 -0.687781 -1.922855 -0.901 -0.291 -1.668 -1.64
C 3.312892 0.372645 -1.135507 -1.643 -1.748 0.210 1.05
O 3.181828 -0.031390 0.232288 -0.789 -0.225 1.683 0.40
P 1.913915 0.609205 0.980291 0.324 -2.067 -0.309 -0.44
O 1.860505 2.055525 0.994792 -0.258 1.637 0.170 -0.97
O 0.691831 -0.040426 0.150717 1.282 -0.599 1.306 1.08
C -0.417798 0.690026 -0.331541 -0.411 -0.766 -1.326 -0.21
C -1.685315 0.389761 0.440702 1.132 -0.761 1.240 -1.15
O 2.019855 -0.111347 2.384924 -0.280 0.517 -1.087 0.20
C 1.347024 0.384428 3.582702 -0.702 -1.127 -0.666 -0.06
C 1.710736 -0.701902 4.593413 -1.214 -1.541 -2.541 -1.09
H 5.059500 -0.917371 -1.720669 0.625 0.497 0.475 0.31
H 3.536908 -1.671985 -2.032827 -0.230 0.589 0.675 0.21
H 3.947498 -0.304124 -2.950499 0.516 -0.088 -0.053 0.26
H 3.782646 1.311317 -1.087908 0.754 1.019 -0.526 -0.55
H 2.251178 0.460623 -1.496966 1.051 0.099 -0.301 -0.04
H -0.106914 1.710030 -0.396542 -0.280 0.903 0.015 0.30
H -0.562180 0.305479 -1.362491 0.175 0.371 0.350 0.21
H -2.500290 0.513892 -0.253852 -0.580 -0.048 0.120 0.41
H -1.574453 -0.713606 0.784106 -0.599 1.851 -0.397 0.17
H -1.778821 1.087432 1.310057 -0.175 -0.803 -0.513 0.21
H 1.666794 1.382958 3.793459 0.694 0.521 0.277 0.32
H 0.240069 0.490029 3.391740 0.949 -0.486 0.184 0.16
H 1.179170 -1.668668 4.223830 0.840 1.537 0.701 0.22
H 2.775422 -0.941254 4.559696 -0.160 0.454 0.380 0.06
H 1.297442 -0.446731 5.516664 -0.223 0.237 1.808 0.50
```
Forces are in eV/Å.

structure (SMILES): CCOP(=O)(OCC)OCC.CCOP(=O)(OCC)OCC.BrCCBr.BrCCBr.BrCCBr.BrCCBr.BrCCBr.BrCCBr
HOMO-LUMO gap: 10.3 eV
HOMO level: -10.12 eV
energy: -33119.852352 hartree
energy above the lowest of the compared OMol25 structures with the same formula, charge and spin: 0.0000 eV
total charge: 0



A structure of composition H20NeO10. Source: the OMol25 dataset; level of theory: the ωB97M-V functional and the def2-TZVPD basis.

Geometry as XYZ:
```
31
Properties=species:S:1:pos:R:3:forces:R:3:mulliken_charge:R:1
Ne -0.026043 0.137928 0.241702 0.034 0.082 -0.058 0.03
O 2.048367 -0.813502 -2.763598 -0.066 0.617 -0.227 -0.74
H 1.693617 -1.371932 -3.455368 -0.280 -0.184 -0.246 0.33
H 2.996957 -0.854402 -2.884968 0.435 0.313 -0.329 0.36
O -1.218553 -2.416612 2.971972 0.016 -0.172 -0.314 -0.66
H -1.740323 -1.653992 3.221762 -0.150 0.240 0.079 0.31
H -0.366153 -2.268812 3.381612 0.252 0.030 0.237 0.33
O 0.108957 1.653618 -3.063758 -0.074 0.233 -0.102 -0.70
H 0.743387 1.066468 -2.652678 0.339 -0.251 0.157 0.31
H -0.568863 1.071738 -3.407578 -0.240 -0.188 -0.149 0.32
O 2.390897 1.145788 1.920482 0.485 0.182 -0.322 -0.64
H 1.532857 1.241088 2.333912 -0.451 -0.049 0.311 0.37
H 2.624567 0.228298 2.061322 0.105 -0.199 0.010 0.30
O -0.226213 1.125848 3.123422 0.207 -0.283 0.324 -0.67
H -0.709683 1.239718 2.305182 -0.278 0.066 -0.582 0.41
H -0.402793 1.925058 3.619722 -0.017 0.171 0.283 0.29
O -1.515173 3.480598 -1.634688 -0.500 0.777 -0.389 -0.67
H -1.560233 3.210298 -0.717558 0.064 -0.158 -0.142 0.47
H -0.985713 2.804958 -2.058268 0.441 -0.239 -0.297 0.39
O 2.460107 -2.461912 -0.820968 0.423 -0.465 0.974 -0.73
H 2.480567 -3.203412 -1.425948 -0.083 -0.285 0.011 0.27
H 2.425097 -1.691022 -1.387298 -0.357 0.222 -0.149 0.46
O -0.178543 -2.611622 0.122492 -0.588 -0.073 -0.141 -0.66
H -0.384043 -2.386982 1.029982 -0.392 -0.127 0.515 0.34
H 0.703287 -2.266212 -0.016458 0.614 -0.136 -0.357 0.37
O -2.697503 -1.718322 -1.336048 -0.385 0.104 -0.333 -0.64
H -1.936853 -1.988562 -0.821628 0.675 -0.316 0.278 0.36
H -2.966273 -0.885712 -0.947778 -0.100 0.184 0.027 0.29
O -1.432953 2.474138 0.787822 0.022 -0.505 0.760 -0.83
H -2.339203 2.595998 1.070822 -0.473 0.027 0.079 0.33
H -0.953563 3.191468 1.202382 0.324 0.381 0.091 0.32
```
Forces are in eV/Å.

HOMO-LUMO gap: 10.0 eV
HOMO level: -10.28 eV
energy: -893.324665 hartree
energy above the lowest of the compared OMol25 structures with the same formula, charge and spin: 0.8438 eV
total charge: 0



A cluster of 11 separate species, C4H31NO10S in total. Source: the OMol25 dataset; level of theory: the ωB97M-V functional and the def2-TZVPD basis.

Geometry as XYZ:
```
47
Properties=species:S:1:pos:R:3:forces:R:3:mulliken_charge:R:1
C 0.635854 -0.186979 -1.230791 1.375 -0.624 -1.008 0.86
C 1.677319 0.557213 -2.086373 -0.051 -0.637 -0.140 -0.61
C 1.020296 1.668834 -2.898245 0.586 -1.016 0.133 -0.77
S 0.103481 2.898820 -1.935773 -0.609 0.186 -0.301 -0.23
C -0.681201 -0.662100 -1.862402 1.845 -0.105 0.683 -0.97
N -0.964952 -1.887156 -1.112169 -1.450 0.933 0.976 -0.37
H 0.567500 0.431664 -0.382410 -0.976 0.421 1.293 -0.08
H 1.077235 -1.143524 -0.969312 0.581 0.194 0.478 -0.37
H 2.208998 -0.205533 -2.704712 -0.578 0.820 -0.132 0.27
H 2.462708 0.993537 -1.460624 -0.207 -0.047 0.270 0.38
H 0.326391 1.131406 -3.553246 -0.198 0.709 -0.113 0.32
H 1.787986 2.143165 -3.481217 0.095 0.396 -0.492 0.47
H 0.942753 3.135945 -0.918711 0.208 -0.352 -0.140 0.09
H -0.402948 -1.000955 -2.850824 -0.472 0.731 -0.925 0.41
H -1.387663 0.156608 -1.772284 -0.625 -0.386 -0.406 0.36
H -0.143245 -2.464142 -1.192008 -0.184 -0.701 0.106 0.09
H -1.814898 -2.348015 -1.411288 0.234 -0.200 -0.154 0.22
H 2.023277 -3.186379 -0.200611 0.827 0.816 0.368 0.32
H 1.149114 -4.301796 0.255310 -0.149 -0.156 0.089 0.26
O 1.320494 -3.743174 -0.506880 -0.617 -0.790 -0.120 -0.58
H -3.952136 0.262491 1.385019 -0.698 -0.120 -0.409 0.45
H -5.353931 -0.077650 0.645734 1.610 1.859 1.103 0.28
O -4.779650 0.669634 1.039959 -1.214 -1.661 -0.807 -0.66
H -2.016626 0.663040 1.798840 0.646 1.840 0.240 0.34
H -1.834702 -0.535431 0.880360 -0.078 -0.043 -0.296 0.41
O -2.270353 -0.227464 1.691084 -0.439 -1.678 -0.248 -0.95
H -1.513910 3.026913 2.086826 1.222 1.810 0.381 0.32
H -0.506525 4.380570 2.151878 -1.023 -1.018 -0.050 0.30
O -0.661124 3.448828 2.412835 -0.255 -0.499 -0.163 -0.65
H 1.441350 -0.353577 3.907220 0.640 0.339 1.033 0.30
H 0.845286 -0.681557 2.693734 -0.239 -0.211 -0.516 0.50
O 1.593488 -0.132191 2.993602 -0.090 0.019 -0.300 -0.72
H 1.316515 1.148924 1.323045 0.327 1.876 -0.016 0.18
H 1.106077 2.693092 1.593251 -0.476 -0.143 0.561 0.32
O 1.458057 2.068311 0.960040 0.364 -1.660 -0.227 -0.48
H 1.700753 -3.226702 -3.365308 -0.182 -0.691 -0.224 0.24
H 3.029021 -2.897914 -2.706958 2.280 -1.214 0.453 0.26
O 2.196765 -2.565660 -2.903045 -2.021 1.918 -0.379 -0.50
H -3.193898 3.353500 0.650961 -0.071 0.171 1.131 0.35
H -4.262733 2.662027 1.413777 0.548 0.177 0.630 0.31
O -3.470441 3.224591 1.594616 -0.342 -0.601 -1.918 -0.68
H -0.190444 -1.903750 1.622553 0.173 -0.537 0.686 0.31
H -1.160718 -1.399159 2.615250 0.234 -0.203 0.443 0.47
O -0.302948 -1.874083 2.604288 -0.607 0.120 -1.451 -0.78
H 3.114189 -1.024556 0.289989 -0.058 -0.208 0.888 0.33
H 2.676365 -1.088081 1.814928 0.320 -0.073 -0.468 0.40
O 3.083791 -1.601567 1.080090 -0.206 0.233 -0.541 -0.73
```
Forces are in eV/Å.

structure (SMILES): NCCCCS.O.O.O.O.O.O.O.O.O.O
HOMO-LUMO gap: 8.9 eV
HOMO level: -8.71 eV
energy: -1376.311846 hartree
energy above the lowest of the compared OMol25 structures with the same formula, charge and spin: 0.2205 eV
total charge: 0



energy above the lowest of the compared OMol25 structures with the same formula, charge and spin of number 1 (C24H54Br12O8P2)? 0.0000 eV



The lowest HOMO level belongs to which entry? H20NeO10